ORCA calculation (the ωB97M-V functional and the def2-TZVPD basis) on a molecular structure, C21H29N8O3PS8Y in a non-equilibrium geometry.

Properties
HOMO energy (spin up / spin down) ... -0.187 / -1.471 eV
Net charge ... -2
Gap between HOMO and LUMO (spin up / spin down) ... 4.55 / 5.82 eV
ΔE to the lowest compared entry with this formula, charge and spin ... 39.0 kcal/mol
Multiplicity ... 2
Calculated total energy ... -5046.87648 Ha

Element x y z (Å)
Y -0.030 -0.635 0.409
N -1.551 2.779 3.448
C -2.911 2.895 3.549
C -3.468 3.795 4.450
C -4.843 3.937 4.559
C -5.677 3.173 3.761
C -5.134 2.267 2.859
C -3.765 2.119 2.744
S -3.068 0.962 1.608
N -1.410 1.066 1.788
C -0.835 1.912 2.623
C 0.583 1.978 2.694
C 1.294 2.890 3.521
C 2.660 2.913 3.507
C 3.347 2.033 2.659
C 2.595 1.170 1.882
N 1.275 1.105 1.886
H -1.016 3.347 4.082
H -2.805 4.384 5.070
H -5.252 4.644 5.267
H -6.749 3.277 3.844
H -5.776 1.665 2.235
H 0.774 3.583 4.171
H 3.200 3.604 4.143
H 4.425 2.025 2.619
H 3.100 0.472 1.226
C -5.986 -1.030 -1.996
C -4.794 -0.166 -1.622
O -3.894 -0.135 -2.717
P -2.299 -0.030 -2.332
S -1.978 1.789 -1.621
S -1.893 -1.767 -1.443
O -1.703 -0.172 -3.835
C -1.771 0.920 -4.738
C -0.373 1.343 -5.164
H -6.717 -1.022 -1.191
H -5.642 -2.047 -2.168
H -6.452 -0.652 -2.905
H -4.286 -0.581 -0.741
H -5.096 0.862 -1.390
H -2.282 1.764 -4.254
H -2.361 0.593 -5.605
H 0.180 1.686 -4.293
H -0.439 2.150 -5.893
H 0.162 0.504 -5.600
S -1.549 -2.184 2.132
S -0.135 -2.367 3.587
S 1.455 -3.358 2.711
S 2.359 -2.000 1.499
O 3.044 1.275 -2.305
S 1.658 1.639 -1.865
N 0.979 0.634 -1.030
C 5.564 -2.561 -0.236
C 5.444 -3.510 -1.423
C 4.945 -4.878 -0.967
C 4.533 -2.918 -2.515
N 3.160 -2.876 -2.112
C 2.458 -1.871 -1.566
N 1.244 -2.312 -1.313
N 1.220 -3.579 -1.703
N 2.340 -3.936 -2.178
H 6.256 -2.968 0.496
H 4.604 -2.424 0.259
H 5.930 -1.587 -0.553
H 6.432 -3.631 -1.889
H 4.028 -4.777 -0.395
H 5.686 -5.351 -0.328
H 4.749 -5.529 -1.816
H 4.590 -3.530 -3.422
H 4.846 -1.896 -2.750
H 2.820 -0.873 -1.410